Record 1
Here is a structure of composition C47H66Cs2F2N9O20 at a distorted geometry from OMol25. Energies are from wB97M-V/def2-TZVPD.

Its total charge is +1. For the molar mass, the calculation gives 1380.9 g/mol.

Geometry (Å):
Cs (3.18144, -3.67418, -1.70673)
Cs (-1.88042, -3.00411, -1.46151)
C (0.21484, -0.20838, -1.46106)
C (1.30006, -1.24695, -1.12360)
O (0.89015, -2.56367, -1.05864)
H (0.67424, 0.74179, -1.65483)
H (-0.49594, -0.08220, -0.62990)
H (-0.33724, -0.46120, -2.39278)
H (1.70133, -0.83733, -0.18724)
H (2.14636, -1.03993, -1.78135)
C (0.60422, -8.92755, 0.45654)
C (0.28189, -8.58003, 1.93566)
O (-0.77176, -7.67182, 1.85343)
C (-0.91731, -7.23630, 0.55505)
O (-1.74605, -6.45488, 0.22660)
O (-0.07091, -7.92547, -0.23109)
F (1.43548, -7.90484, 2.46108)
H (0.15641, -9.91064, 0.19252)
H (1.68519, -8.94003, 0.21140)
H (-0.06352, -9.36148, 2.61017)
C (-7.78216, 0.25655, -4.73642)
C (-7.14333, 0.27172, -3.38855)
O (-6.15994, 1.33083, -3.45715)
C (-5.90849, 1.56354, -4.76450)
O (-5.04966, 2.23093, -5.21202)
O (-6.83095, 0.91495, -5.55982)
F (-6.40816, -0.94456, -3.14348)
H (-8.72754, 0.79987, -4.76585)
H (-8.00971, -0.72717, -5.21533)
H (-7.74706, 0.45091, -2.48254)
C (0.37336, 1.88409, 2.52447)
C (1.73857, 1.88832, 2.34529)
C (2.55030, 2.77362, 3.03360)
C (1.90372, 3.71251, 3.84629)
C (0.50667, 3.74764, 3.98106)
C (-0.26082, 2.77721, 3.38047)
N (2.81439, 4.59476, 4.58027)
O (2.35513, 5.41479, 5.32507)
O (4.02759, 4.46726, 4.34291)
H (-0.27864, 1.19500, 1.96771)
H (2.21394, 1.27477, 1.54687)
H (3.65239, 2.71025, 2.87894)
H (0.09409, 4.58139, 4.54102)
H (-1.33439, 2.81886, 3.41400)
C (2.71397, -2.82178, 4.18100)
C (2.44413, -2.65521, 2.83859)
C (3.08208, -1.68050, 2.09765)
C (4.03154, -0.88178, 2.70144)
C (4.30990, -1.01178, 4.04924)
C (3.75202, -2.05600, 4.74324)
N (4.68654, 0.23769, 2.02887)
O (5.46022, 0.90490, 2.69123)
O (4.38496, 0.43144, 0.87536)
H (2.33353, -3.66221, 4.80119)
H (1.66798, -3.27044, 2.40474)
H (2.81669, -1.46210, 1.05321)
H (5.11979, -0.42311, 4.57588)
H (4.08408, -2.35224, 5.76384)
C (1.41752, 3.55485, -0.76892)
C (2.14260, 4.75088, -1.00840)
C (1.55321, 5.98176, -0.81659)
C (0.24443, 5.99844, -0.29366)
C (-0.50779, 4.82649, -0.05368)
C (0.11335, 3.60863, -0.28411)
N (-0.40223, 7.33615, -0.13075)
O (-1.60450, 7.27943, 0.00367)
O (0.24681, 8.37436, -0.10425)
H (1.83771, 2.61679, -1.01589)
H (3.16596, 4.73063, -1.40712)
H (2.11834, 6.89960, -0.99674)
H (-1.53486, 4.89578, 0.21376)
H (-0.39733, 2.65929, -0.10864)
C (-0.63782, -1.47321, 5.77100)
C (-0.08552, -0.50468, 4.90047)
C (0.96091, 0.27227, 5.23593)
C (1.72862, -0.15221, 6.32702)
C (1.30107, -1.18937, 7.14047)
C (0.09322, -1.83712, 6.89261)
N (2.94428, 0.60361, 6.71737)
O (3.57499, 0.26960, 7.68243)
O (3.20978, 1.56752, 6.05382)
H (-1.62515, -1.87224, 5.62986)
H (-0.61359, -0.31445, 3.96493)
H (1.35729, 1.09112, 4.62954)
H (1.88789, -1.50486, 7.98387)
H (-0.36891, -2.44721, 7.70080)
C (-1.55461, -2.53243, 1.87915)
O (-2.28213, -1.77498, 1.22455)
N (-1.97067, -3.41361, 2.77457)
C (-1.11314, -4.21142, 3.62612)
C (-3.40947, -3.45563, 3.18353)
H (-0.46499, -2.66864, 1.65206)
H (-0.07120, -4.10357, 3.33963)
H (-1.50247, -5.24868, 3.50306)
H (-1.26650, -3.99670, 4.64721)
H (-3.56437, -2.78532, 4.03191)
H (-3.98322, -3.00400, 2.36236)
H (-3.75555, -4.47175, 3.25772)
C (0.13706, 2.44288, -4.24636)
O (0.85299, 1.44552, -4.39697)
N (-1.17279, 2.57564, -4.35164)
C (-1.92951, 3.75549, -3.88745)
C (-1.98748, 1.48072, -4.90257)
H (0.54036, 3.38328, -3.77642)
H (-1.18813, 4.60845, -3.75184)
H (-2.48358, 3.56174, -2.97356)
H (-2.58597, 4.09996, -4.65390)
H (-1.26064, 0.70777, -5.17792)
H (-2.61642, 1.12153, -4.08568)
H (-2.66459, 1.77208, -5.73472)
C (-0.54334, -3.47802, -6.10887)
O (-0.90439, -4.15726, -5.14796)
N (0.34156, -2.47864, -6.13565)
C (0.78540, -1.90634, -7.40375)
C (1.11639, -2.11415, -5.02640)
H (-0.91153, -3.63089, -7.13495)
H (1.84362, -2.16166, -7.69507)
H (0.77879, -0.81400, -7.37781)
H (0.13931, -2.33938, -8.18085)
H (0.88035, -1.06751, -4.75487)
H (0.92355, -2.78924, -4.20548)
H (2.14574, -2.23601, -5.27518)
C (-3.45472, 2.10735, 1.18962)
O (-2.82865, 2.98420, 1.79823)
N (-4.41214, 2.26618, 0.26555)
C (-4.48526, 1.19952, -0.74123)
C (-4.78190, 3.59250, -0.13071)
H (-3.19461, 1.01362, 1.27226)
H (-5.48998, 0.88484, -0.96810)
H (-3.91531, 0.31135, -0.48408)
H (-4.01800, 1.52801, -1.68660)
H (-3.88646, 4.06169, -0.56620)
H (-5.61385, 3.56153, -0.84840)
H (-5.06376, 4.13705, 0.75962)
C (3.68430, -0.21284, -3.47769)
O (3.95284, -1.41063, -3.43455)
N (4.37840, 0.76980, -2.94936)
C (3.86691, 2.16519, -2.96027)
C (5.79407, 0.78846, -2.49855)
H (2.77340, 0.18223, -3.94070)
H (3.01125, 2.10402, -3.62550)
H (4.57296, 2.78546, -3.45817)
H (3.74465, 2.55083, -1.93876)
H (5.78169, 1.07122, -1.44800)
H (6.30868, -0.13838, -2.69090)
H (6.39153, 1.56399, -2.99379)

Record 2
Here is a structure of composition C8H30N2O6 at a distorted geometry from OMol25. Energies are from wB97M-V/def2-TZVPD.

Its total charge is 0. For the molar mass, the calculation gives 250.3 g/mol. For the energy above the lowest of the compared OMol25 structures with the same formula, charge and spin, the calculation gives 398.8 kcal per mole.

Geometry (Å):
C (22.87621, 28.24453, -20.04316)
C (22.04029, 28.96717, -21.14676)
C (22.66495, 28.95105, -22.57921)
O (21.76929, 29.39008, -23.52176)
C (21.58421, 30.79124, -23.85996)
N (20.78972, 28.21577, -21.15316)
H (22.34666, 28.16897, -19.09344)
H (23.83168, 28.72185, -19.82558)
H (23.11614, 27.23354, -20.37245)
H (21.82529, 30.02244, -20.97864)
H (22.67409, 27.91014, -22.90251)
H (23.68244, 29.27872, -22.79238)
H (20.75600, 30.83207, -24.56743)
H (22.39794, 31.34852, -24.32406)
H (21.25213, 31.34749, -22.98337)
H (20.19463, 28.66892, -20.47446)
H (20.35852, 28.32643, -22.05975)
C (24.60551, 26.33963, -24.59814)
C (23.93048, 27.34887, -23.63544)
C (24.71807, 27.77060, -22.34208)
O (24.88700, 26.73715, -21.39394)
C (25.84258, 27.21435, -20.42378)
N (23.64306, 28.51418, -24.41369)
H (24.85219, 25.42467, -24.05952)
H (25.57156, 26.67180, -24.97827)
H (23.90147, 26.18130, -25.41506)
H (22.98132, 26.89037, -23.35801)
H (24.32709, 28.65342, -21.83626)
H (25.70855, 27.94185, -22.76365)
H (25.96413, 26.45658, -19.64976)
H (25.41502, 28.05308, -19.87440)
H (26.84476, 27.48158, -20.75895)
H (24.25807, 29.31206, -24.34130)
H (22.85636, 28.96487, -23.96865)
O (24.84603, 28.00743, -18.45077)
H (25.74474, 28.29722, -18.60751)
H (24.31630, 28.53359, -19.04975)
O (24.06611, 28.75815, -16.81614)
H (24.81220, 28.83885, -16.22194)
H (24.42435, 28.33176, -17.59465)
O (26.61891, 29.33730, -19.28553)
H (26.47818, 30.27794, -19.39333)
H (27.47712, 29.17654, -19.67779)
O (26.20658, 28.77427, -16.76657)
H (26.29485, 27.99709, -17.31832)
H (26.88014, 29.37402, -17.08726)

Record 3
Here is an isolated molecule of C25H38N4O2 from OMol25. Energies are from wB97M-V/def2-TZVPD.

Its total charge is 0. For the molar mass, the calculation gives 426.6 g/mol. For the energy above the lowest of the compared OMol25 structures with the same formula, charge and spin, the calculation gives 5.0 kcal per mole. As for the structure (SMILES): CCc1ccc2[nH]c(=O)c(CN(CCN(CC)CC)C(=O)NC3CCCCC3)cc2c1.

Geometry (Å):
C (0.12846, -5.73341, -3.48830)
H (-0.61903, -6.42888, -3.11332)
H (-0.38048, -4.95987, -4.05869)
H (0.80057, -6.27074, -4.15316)
C (0.90751, -5.11074, -2.32799)
C (-0.02202, -4.37051, -1.40933)
C (-0.27962, -3.02748, -1.59101)
C (-1.17737, -2.34176, -0.76648)
C (-1.83069, -3.04328, 0.26475)
C (-1.57113, -4.40223, 0.44726)
C (-0.68157, -5.04918, -0.37995)
H (-0.48454, -6.10106, -0.23188)
H (-2.07246, -4.93808, 1.24062)
N (-2.70593, -2.36811, 1.06863)
C (-3.00303, -1.02792, 0.98815)
O (-3.79477, -0.52977, 1.77392)
C (-2.32417, -0.31320, -0.08592)
C (-1.46142, -0.94951, -0.90778)
H (-0.96362, -0.39358, -1.69045)
C (-2.57678, 1.16537, -0.18994)
N (-1.45453, 1.93231, 0.32517)
C (-0.54667, 2.40834, -0.58771)
O (-0.71215, 2.26705, -1.78820)
N (0.54445, 3.03864, -0.05409)
H (0.48237, 3.32445, 0.90739)
C (1.50164, 3.77383, -0.87098)
C (0.84537, 4.91911, -1.64804)
C (1.89123, 5.68293, -2.45302)
C (2.61627, 4.74299, -3.41077)
C (3.27001, 3.60081, -2.63960)
C (2.22431, 2.83375, -1.83763)
H (2.69463, 2.02583, -1.27232)
H (1.48508, 2.39768, -2.50870)
H (4.02650, 4.00608, -1.96196)
H (3.77157, 2.92202, -3.33221)
H (3.37218, 5.29452, -3.97412)
H (1.89762, 4.33091, -4.12156)
H (1.40884, 6.48702, -3.01229)
H (2.61592, 6.13748, -1.77180)
H (0.33761, 5.59174, -0.95162)
H (0.09804, 4.49291, -2.31784)
H (2.23760, 4.19124, -0.17209)
C (-1.19493, 1.83026, 1.74458)
H (-2.09263, 1.40851, 2.19817)
H (-1.05032, 2.83356, 2.16517)
C (0.00512, 0.91735, 2.09175)
N (-0.43673, -0.34428, 2.65406)
C (-0.81531, -0.24257, 4.05654)
C (-1.91852, -1.22987, 4.42326)
H (-2.78301, -1.06261, 3.78751)
H (-1.58309, -2.25762, 4.30741)
H (-2.21190, -1.08138, 5.45970)
H (0.04942, -0.38679, 4.72449)
H (-1.19279, 0.76746, 4.22746)
C (0.44390, -1.45633, 2.35122)
H (-0.01108, -2.35975, 2.76270)
H (0.46546, -1.56653, 1.26269)
C (1.88666, -1.34668, 2.86234)
H (2.43710, -2.23987, 2.57865)
H (2.38584, -0.48264, 2.43050)
H (1.91511, -1.25847, 3.94571)
H (0.55055, 0.70512, 1.17001)
H (0.69111, 1.44912, 2.77310)
H (-2.70399, 1.45717, -1.23464)
H (-3.47136, 1.42033, 0.38424)
H (-3.15951, -2.87505, 1.81966)
H (0.21809, -2.48126, -2.37933)
H (1.42302, -5.89956, -1.77632)
H (1.65801, -4.42532, -2.72575)

Record 4
Here is a cluster of 2 separate species, C33H32NO3 in total at a distorted geometry from OMol25. Energies are from wB97M-V/def2-TZVPD.

Its total charge is +1. For the molar mass, the calculation gives 490.6 g/mol. For the energy above the lowest of the compared OMol25 structures with the same formula, charge and spin, the calculation gives 0.0 kcal per mole.

Geometry (Å):
C (-4.48178, 6.46608, 0.24189)
O (-3.26721, 5.98404, -0.37547)
C (-2.89391, 4.69315, -0.16405)
C (-1.78573, 4.22078, -0.90792)
C (-1.35995, 2.91624, -0.77020)
C (-1.96602, 2.03901, 0.16239)
C (-1.51993, 0.65405, 0.30155)
C (-0.91919, -0.01692, -0.78988)
C (-0.27965, -1.25207, -0.72740)
C (-0.02875, -2.05129, -1.90949)
C (0.28672, -3.42620, -1.78382)
C (0.53910, -4.20990, -2.90692)
C (0.45628, -3.64872, -4.19255)
C (0.13259, -2.29345, -4.33560)
C (-0.11294, -1.50210, -3.21207)
C (-1.69832, -0.01213, 1.59144)
C (-1.40783, 0.68415, 2.79320)
C (-1.49348, 0.06532, 4.01883)
C (-1.99473, -1.25652, 4.10330)
O (-2.08001, -1.78411, 5.35350)
C (-2.73855, -3.05393, 5.53610)
C (-2.36750, -1.94542, 2.92364)
C (-2.17285, -1.33542, 1.69213)
C (-3.05315, 2.54144, 0.92274)
C (-3.53980, 3.82675, 0.75222)
H (-4.51372, 7.51962, -0.03686)
H (-5.36089, 5.94057, -0.15848)
H (-4.44898, 6.36336, 1.33594)
H (-1.29832, 4.91137, -1.59269)
H (-0.51860, 2.56574, -1.36751)
H (-0.97166, 0.51106, -1.74257)
H (-0.29872, -1.80282, 0.21470)
H (0.32754, -3.86780, -0.78286)
H (0.78993, -5.26765, -2.78525)
H (0.63270, -4.26986, -5.07407)
H (0.06073, -1.85082, -5.33099)
H (-0.36700, -0.45107, -3.34624)
H (-1.07937, 1.72402, 2.74779)
H (-1.21092, 0.57021, 4.94147)
H (-2.62589, -3.24853, 6.60221)
H (-3.80278, -2.98614, 5.27192)
H (-2.25417, -3.84587, 4.94944)
H (-2.79362, -2.95052, 2.98074)
H (-2.44216, -1.87712, 0.78420)
H (-3.55540, 1.89521, 1.64395)
H (-4.40668, 4.17042, 1.32162)
C (3.33464, 3.07471, -2.86224)
O (4.37992, 2.08524, -2.89509)
C (4.22400, 0.94284, -2.17478)
C (3.06271, 0.65023, -1.41002)
C (3.02809, -0.53865, -0.68684)
C (4.12923, -1.43554, -0.78348)
N (3.88398, -2.47145, 0.09385)
C (2.69624, -2.28914, 0.73832)
C (2.28377, -3.26477, 1.76442)
C (2.08938, -1.12282, 0.24446)
C (5.27631, -1.15683, -1.51914)
C (5.32787, 0.03857, -2.21810)
H (3.68759, 3.85765, -3.53129)
H (2.38774, 2.65819, -3.22834)
H (3.20340, 3.47109, -1.84761)
H (2.20804, 1.33092, -1.35961)
H (4.52340, -3.24197, 0.26117)
H (1.32347, -2.96091, 2.19368)
H (2.17610, -4.26782, 1.32028)
H (3.03343, -3.33455, 2.57136)
H (1.31807, -0.55804, 0.76262)
H (6.10987, -1.85626, -1.52624)
H (6.19728, 0.33308, -2.80136)

Per-record HOMO, eV: -10.3, -7.8, -8.0, -9.9